No. 1
Computed, not measured: C2HCl3O2S in the gas phase at a distorted geometry, with wB97M-V/def2-TZVPD.

Element x y z (Å)
O -1.625832 -2.173969 -0.028665
S -0.192425 -1.965381 0.009108
O 0.649519 -2.926014 -0.715832
C 0.396255 -0.357367 0.064887
C 1.796347 -0.116434 -0.027533
Cl 2.738689 -0.918944 -1.257900
Cl 1.998550 1.702152 0.004734
Cl 2.902106 -0.430120 1.547882
H -0.029031 0.122882 0.882732

Atoms 1-2, force components in eV/Å:
O 1.3689 0.6007 0.9622
S 0.4247 -0.7783 -3.3954

Its HOMO energy (alpha / beta) is -0.3937 / -0.3937 Ha. The structure (SMILES) is O=S(=O)=CC(Cl)(Cl)Cl. As for the relative energy (zero: lowest compared OMol25 entry of this formula, charge and spin): 198.6 kJ/mol. The calculation puts the HOMO-LUMO gap (alpha / beta) at 8.06 / 8.06 eV. As for the net charge: 0.



No. 2
Computed, not measured: 2 unconnected molecules or ions with the total composition C2HCl4NO2 at a distorted geometry, with wB97M-V/def2-TZVPD.

Element x y z (Å)
C 0.274802 -0.258412 0.443646
C -0.140435 -0.456925 1.815839
N 1.670874 -0.226528 -0.010730
O 1.862895 0.265300 -1.093024
O 2.463267 -0.716319 0.727956
Cl -0.093350 -2.603573 -0.499309
Cl 0.567791 -1.829876 2.705325
Cl 0.304880 1.160389 2.521273
Cl -2.004938 -0.550124 1.758922
H -0.191094 0.304068 -0.328578

Atoms 1-2, force components in eV/Å:
C 0.3358 -3.1511 -3.0983
C -1.4981 -0.0189 1.4429

Its HOMO energy (alpha / beta) is -0.4062 / -0.4061 Ha. As for the relative energy (zero: lowest compared OMol25 entry of this formula, charge and spin): 220.6 kJ/mol. The calculation puts the HOMO-LUMO gap (alpha / beta) at 7.64 / 7.63 eV. As for the net charge: 0.



No. 3
Computed, not measured: 2 unconnected molecules or ions with the total composition C2HClF2NO2 at a distorted geometry, with wB97M-V/def2-TZVPD.

Element x y z (Å)
C -0.003659 0.875082 1.336853
C -0.129050 -0.550714 -1.238703
N 0.144965 -0.477949 0.818443
O 0.759211 0.904756 2.299802
O -0.784990 1.648328 0.860465
F 0.394365 -1.554862 -1.850976
F 0.395252 0.544329 -1.767497
Cl -1.827989 -0.589865 -1.551357
H 1.051894 -0.799105 1.092970

Atoms 1-2, force components in eV/Å:
C 1.1806 -1.8362 -0.2699
C -0.0837 1.7927 4.5171

Its HOMO energy (alpha / beta) is -0.1641 / -0.1641 Ha. As for the relative energy (zero: lowest compared OMol25 entry of this formula, charge and spin): 276.6 kJ/mol. The calculation puts the HOMO-LUMO gap (alpha / beta) at 7.94 / 7.94 eV. As for the net charge: -1.



No. 4
Computed, not measured: 2 unconnected molecules or ions with the total composition C2HClF2OS at a distorted geometry, with wB97M-V/def2-TZVPD.

Element x y z (Å)
C 0.922646 0.465284 -0.992194
C 0.635749 -0.110906 0.302171
O 1.217667 -0.111893 -1.997660
F 0.459383 1.709233 -0.986482
F -2.352307 -0.381900 1.792228
S -2.247313 -0.407499 0.160835
Cl 1.235141 -1.701678 0.593816
H 0.129036 0.539357 1.127288

Atoms 1-2, force components in eV/Å:
C -1.4730 -1.0325 -1.7679
C -2.6374 -0.8280 2.5125

Its HOMO energy (alpha / beta) is -0.3483 / -0.3479 Ha. As for the relative energy (zero: lowest compared OMol25 entry of this formula, charge and spin): 335.9 kJ/mol. The calculation puts the HOMO-LUMO gap (alpha / beta) at 6.16 / 6.15 eV. As for the net charge: 0.



No. 5
Computed, not measured: 2 unconnected molecules or ions with the total composition C2HClF2S at a distorted geometry, with wB97M-V/def2-TZVPD.

Element x y z (Å)
C -0.128491 -0.781638 -0.076784
C -1.372223 -0.790989 0.636533
F -1.512274 0.127918 1.570705
F -2.082743 -1.854167 0.905294
S 0.604312 -1.954834 -0.901693
Cl -2.498723 0.366275 -1.224863
H 0.285990 0.310875 -0.031226

Atoms 1-2, force components in eV/Å:
C 1.8711 2.0289 -0.9365
C -2.6280 0.9671 -0.1998

Its HOMO energy is -0.3733 Ha. As for the relative energy (zero: lowest compared OMol25 entry of this formula, charge and spin): 163.1 kJ/mol. The calculation puts the HOMO-LUMO gap at 7.32 eV. As for the net charge: 0.



No. 6
Computed, not measured: C2HClF2S in the gas phase at a distorted geometry, with wB97M-V/def2-TZVPD.

Element x y z (Å)
F 0.469257 -1.464320 -0.683307
C 0.598743 -0.253089 -0.142733
F 0.935806 -0.605508 1.362881
C -0.683046 0.459656 0.019424
S -0.764252 2.058831 0.185038
Cl -2.004785 -0.451487 -0.420423
H 1.448276 0.255917 -0.320878

Atoms 1-2, force components in eV/Å:
F 0.5320 0.7525 -0.5023
C -1.5219 -3.8817 5.4618

Its HOMO energy is -0.3649 Ha. The structure (SMILES) is FC(F)C(=S)Cl. As for the relative energy (zero: lowest compared OMol25 entry of this formula, charge and spin): 87.3 kJ/mol. The calculation puts the HOMO-LUMO gap at 8.35 eV. As for the net charge: 0.



Which formula does entry 2 have? C2HCl4NO2



Which formula does entry 4 have? C2HClF2OS